The following is a DFT calculation (wB97M-V/def2-TZVPD) of a structure of composition C22H37Br3O12.

The HOMO energy is -9.777 eV. The value obtained for the max |F| is 5.83 eV/Å. As for the spin multiplicity: 1. The orbital gap comes out at 8.94 eV. The total energy comes out at -258109.181 eV.

Atoms and positions in Å:
1 Br 5.80 1.55 -3.81
2 Br 4.74 4.62 -3.91
3 Br 7.49 3.87 -2.34
4 O -2.96 -4.66 -3.31
5 O -7.05 -0.82 2.47
6 O -4.29 -5.17 5.83
7 O -5.47 0.81 2.72
8 O -1.95 0.78 -6.76
9 O 2.65 0.03 3.07
10 O -6.27 0.36 0.71
11 O -2.13 -5.32 4.89
12 O 5.34 9.92 1.67
13 O -1.81 -4.51 -1.35
14 O -2.86 -6.40 -2.03
15 O -2.65 -3.71 6.27
16 C -3.62 -5.42 -5.47
17 C 3.96 -1.14 1.41
18 C -2.51 -5.12 -2.20
19 C -3.22 1.38 2.24
20 C -0.92 1.24 -6.31
21 C -0.90 1.75 -4.88
22 C -0.90 -4.77 5.26
23 C -3.86 -5.60 -3.95
24 C -3.15 -4.73 5.66
25 C 4.82 7.64 1.33
26 C -3.43 -6.90 -3.26
27 C 6.36 3.44 -3.92
28 C -6.31 0.01 2.00
29 C -1.29 -3.42 5.92
30 C 0.40 1.17 -6.98
31 C -0.51 -3.19 7.18
32 C -5.09 1.07 0.40
33 C 3.30 1.31 1.12
34 C 5.76 8.76 1.48
35 C 7.23 8.49 1.42
36 C 3.21 0.07 1.99
37 C -4.65 1.49 1.79
38 H -4.35 -7.45 -3.06
39 H -5.05 2.50 1.88
40 H 7.63 7.85 2.20
41 H 1.23 1.04 -6.29
42 H 7.79 9.42 1.54
43 H 4.34 1.36 0.80
44 H 0.64 1.99 -7.66
45 H -1.86 2.10 -4.52
46 H -2.85 -7.60 -3.86
47 H 4.96 -0.82 1.13
48 H -0.90 -2.38 7.80
49 H 0.52 -2.91 6.97
50 H 7.57 8.11 0.45
51 H -4.88 -5.30 -3.70
52 H -0.53 -4.09 7.80
53 H 3.34 -1.45 0.57
54 H 6.88 3.54 -4.87
55 H -0.51 1.10 -4.10
56 H -2.67 -5.82 -5.84
57 H 2.90 2.17 1.65
58 H 5.26 6.98 0.58
59 H -1.22 -2.56 5.25
60 H -2.62 2.14 1.75
61 H -0.33 2.67 -4.77
62 H 2.78 1.20 0.17
63 H 0.28 0.18 -7.42
64 H 3.82 7.96 1.04
65 H -3.24 1.48 3.32
66 H 4.05 -1.94 2.15
67 H -0.29 -5.48 5.83
68 H -0.32 -4.53 4.37
69 H -4.33 0.46 -0.08
70 H -2.79 0.40 2.02
71 H 4.88 7.20 2.33
72 H -4.39 -6.03 -5.93
73 H -3.77 -4.35 -5.62
74 H -5.25 1.97 -0.19